No. 1
A cluster of 2 separate species, C2H2NO2 in total. Source: OMol25; level of theory: ωB97M-V/def2-TZVPD.

The calculation puts the calculated total energy at -7675.491 eV. The relative energy (zero: lowest compared OMol25 entry of this formula, charge and spin) comes out at 176.43 kcal per mole. Its charge is +1. The highest occupied orbital energy (alpha / beta) comes out at -0.657 / -0.657 Ha. The calculation puts the maximum force at 0.06333 Eh/bohr.

Last column: Mulliken charge in e.
Geometry (Å):
C -0.72245 0.69706 0.66361  0.213
C 0.79181 -0.19437 -0.41730  0.292
N 0.42016 0.96518 -0.03393  -0.315
O -1.17819 -0.50313 0.58190  -0.079
O 0.10462 -1.19312 -0.17758  -0.043
H -1.29629 1.34216 1.24740  0.424
H 1.88034 -1.11377 -1.86410  0.508

No. 2
The ion C2H2NO2S with charge -1. Source: OMol25; level of theory: ωB97M-V/def2-TZVPD.

The calculation puts the calculated total energy at -18525.739 eV. The relative energy (zero: lowest compared OMol25 entry of this formula, charge and spin) comes out at 62.05 kcal per mole. Its charge is -1. Its SMILES is N#CC=[S@@H](=O)[O-]. The highest occupied orbital energy comes out at -0.166 Ha. The calculation puts the maximum force at 0.08941 Eh/bohr.

Last column: Mulliken charge in e.
Geometry (Å):
N -2.50138 -0.66917 0.33068  -0.570
C -1.56072 -0.16034 -0.20947  0.323
C -0.25255 0.34731 -0.95263  -0.553
S 0.91576 -0.11156 0.20428  0.823
O 0.81837 -1.55378 0.35505  -0.619
O 2.19480 0.49052 -0.05648  -0.633
H -0.48162 1.37710 -1.15889  0.216
H 0.86733 0.27992 1.48745  0.012

No. 3
The ion C2H2NO2S with charge -1. Source: OMol25; level of theory: ωB97M-V/def2-TZVPD.

The calculation puts the calculated total energy at -18524.497 eV. The relative energy (zero: lowest compared OMol25 entry of this formula, charge and spin) comes out at 90.68 kcal per mole. Its charge is -1. The highest occupied orbital energy comes out at -0.109 Ha. The calculation puts the maximum force at 0.06356 Eh/bohr.

Last column: Mulliken charge in e.
Geometry (Å):
C 0.42405 0.09439 0.65436  -0.004
C 0.37034 -0.07425 -0.75431  -0.326
N 1.58729 0.51477 0.28398  -0.465
O 0.61025 -3.04520 -0.85136  -0.555
O -0.97230 -1.95408 -2.38145  -0.589
S 0.40801 -2.01579 -1.85303  0.448
H -0.06393 -0.14807 1.61163  0.255
H -0.11689 0.61262 -1.52243  0.236

No. 4
The ion C2H2NO2S with charge -1. Source: OMol25; level of theory: ωB97M-V/def2-TZVPD.

The calculation puts the calculated total energy at -18525.072 eV. The relative energy (zero: lowest compared OMol25 entry of this formula, charge and spin) comes out at 77.43 kcal per mole. Its charge is -1. Its SMILES is [O-]/C=C\[N+]([O-])=S. The highest occupied orbital energy comes out at -0.128 Ha. The calculation puts the maximum force at 0.05600 Eh/bohr.

Last column: Mulliken charge in e.
Geometry (Å):
O 0.95912 -2.08110 -0.15420  -0.548
C 0.35984 -1.07053 0.12146  0.054
C 0.83434 0.28833 0.15718  -0.326
N 2.14236 0.60465 0.01229  0.389
O 2.45257 1.83889 -0.14089  -0.632
S 3.38382 -0.55891 0.06030  -0.417
H -0.72464 -0.91553 0.16314  0.223
H 0.06493 1.18278 0.28017  0.257

No. 5
The ion C2H2NO2S with charge -1. Source: OMol25; level of theory: ωB97M-V/def2-TZVPD.

The calculation puts the calculated total energy at -18520.294 eV. The relative energy (zero: lowest compared OMol25 entry of this formula, charge and spin) comes out at 68.33 kcal per mole. The spin multiplicity is 3. Its charge is -1. The highest occupied orbital energy (alpha / beta) comes out at -0.046 / -0.116 Ha. The calculation puts the maximum force at 0.06116 Eh/bohr. As for the expectation value of S²: 2.02.

Last column: Mulliken charge in e.
Geometry (Å):
C -0.51620 -0.51272 -0.30891  -0.869
C -0.44961 0.67253 0.23929  0.336
N -2.68340 -0.99647 -0.41710  -0.136
O -3.01998 -1.65260 0.52711  -0.391
O -1.45587 1.51266 0.45277  -0.400
S -3.04124 0.85740 -0.23341  -0.150
H 0.19997 -1.23913 -0.37813  0.300
H 0.37849 1.34954 0.56797  0.310

No. 6
The ion C2H2NO2S2 with charge +1. Source: OMol25; level of theory: ωB97M-V/def2-TZVPD.

The calculation puts the calculated total energy at -29348.551 eV. The relative energy (zero: lowest compared OMol25 entry of this formula, charge and spin) comes out at 40.31 kcal per mole. Its charge is +1. The highest occupied orbital energy (alpha / beta) comes out at -0.526 / -0.521 Ha. The calculation puts the maximum force at 0.09898 Eh/bohr.

Last column: Mulliken charge in e.
Geometry (Å):
C 1.04111 0.39144 0.11351  -0.477
C 0.94228 -0.97372 0.01025  0.708
N 3.56657 0.24569 0.26149  0.307
O 4.76271 0.27475 0.32380  -0.197
O -0.19503 -1.43328 0.35308  -0.428
S 2.48145 1.32367 -0.20662  0.338
S 2.22942 -2.01522 -0.25658  0.014
H 0.28860 0.93285 0.46935  0.347
H -0.90021 -0.72712 0.68204  0.389

No. 7
The ion C2H2NO3 with charge -1. Source: OMol25; level of theory: ωB97M-V/def2-TZVPD.

The calculation puts the calculated total energy at -9737.385 eV. The relative energy (zero: lowest compared OMol25 entry of this formula, charge and spin) comes out at 98.41 kcal per mole. Its charge is -1. Its SMILES is O=C([O-])[C@H]1NO1. The highest occupied orbital energy comes out at -0.160 Ha. The calculation puts the maximum force at 0.08666 Eh/bohr.

Last column: Mulliken charge in e.
Geometry (Å):
O -1.94437 -0.60846 0.61139  -0.687
C -1.32880 -0.01623 -0.26824  0.426
O -1.70234 0.66613 -1.22459  -0.695
C 0.23344 0.12723 -0.13517  0.356
N 1.14045 -0.62890 0.63930  -0.435
O 1.30201 -0.64996 -0.75854  -0.353
H 0.49448 1.26525 -0.03076  0.153
H 1.80512 -0.15506 1.16661  0.234

No. 8
The ion C2H2NO3 with charge -1. Source: OMol25; level of theory: ωB97M-V/def2-TZVPD.

The calculation puts the calculated total energy at -9740.346 eV. The relative energy (zero: lowest compared OMol25 entry of this formula, charge and spin) comes out at 30.12 kcal per mole. Its charge is -1. Its SMILES is O=CNC(=O)[O-]. The highest occupied orbital energy comes out at -0.150 Ha. The calculation puts the maximum force at 0.02525 Eh/bohr.

Last column: Mulliken charge in e.
Geometry (Å):
O -1.72746 1.15256 0.12577  -0.485
C -0.54145 1.12175 -0.06250  0.030
N 0.35539 0.14730 0.39618  -0.187
C 0.35529 -1.20350 -0.20085  0.541
O 0.29478 -1.25381 -1.43389  -0.695
O 0.53875 -2.11341 0.62352  -0.729
H -0.05176 1.84202 -0.73966  0.314
H 0.77646 0.30710 1.29143  0.212

No. 9
A structure of composition C2H2NO3PS2. Source: OMol25; level of theory: ωB97M-V/def2-TZVPD.

The calculation puts the calculated total energy at -40699.045 eV. Its charge is -2. The highest occupied orbital energy comes out at -0.003 Ha. The calculation puts the maximum force at 0.13010 Eh/bohr.

Last column: Mulliken charge in e.
Geometry (Å):
C 0.52452 -0.38822 0.17058  0.321
C 0.36506 -0.86507 -2.17973  -0.576
N 0.84561 0.01480 1.44731  -0.588
O -1.13447 1.44661 0.55215  -0.601
O 0.05549 2.02216 2.82698  -0.785
O -1.50642 0.03334 2.59668  -0.784
P -0.50413 0.95695 1.97026  0.843
S 1.22444 -1.66987 -0.83122  -0.300
S -0.64467 0.27845 -0.94155  -0.027
H 1.02485 -0.30848 -2.96357  0.206
H -0.25028 -1.52067 -2.64788  0.292

No. 10
A cluster of 2 separate species, C2H2NO3S2 in total. Source: OMol25; level of theory: ωB97M-V/def2-TZVPD.

The calculation puts the calculated total energy at -31409.106 eV. The relative energy (zero: lowest compared OMol25 entry of this formula, charge and spin) comes out at 47.44 kcal per mole. Its charge is -1. The highest occupied orbital energy comes out at -0.138 Ha. The calculation puts the maximum force at 0.06960 Eh/bohr.

Last column: Mulliken charge in e.
Geometry (Å):
C -0.09863 -2.27438 -0.49040  0.530
C 1.54603 1.39545 0.36047  -0.137
N -0.70955 -1.38472 -0.02593  -0.312
O 0.57850 -3.06996 -0.97718  -0.526
O 0.60401 2.12254 0.24587  -0.331
O -2.80812 -0.34134 0.83324  -0.581
S -1.54713 1.23155 -1.16901  -0.519
S -1.44249 0.13358 0.54705  0.408
H 1.41665 0.54235 1.02270  0.262
H 2.46072 1.64494 -0.34682  0.205

No. 11
The ion C2H2NO3S2 with charge -1. Source: OMol25; level of theory: ωB97M-V/def2-TZVPD.

The calculation puts the calculated total energy at -31408.702 eV. The relative energy (zero: lowest compared OMol25 entry of this formula, charge and spin) comes out at 56.77 kcal per mole. Its charge is -1. The highest occupied orbital energy (alpha / beta) comes out at -0.172 / -0.120 Ha. The calculation puts the maximum force at 0.08214 Eh/bohr.

Last column: Mulliken charge in e.
Geometry (Å):
C -0.13635 1.05439 -0.23711  0.495
C 0.82477 -0.12266 0.17606  -0.504
N -1.36870 0.80552 0.01333  -0.419
O 0.35123 2.09697 -0.57649  -0.642
O 1.40012 -1.62529 -1.83467  -0.472
O -2.35956 -0.57478 1.87640  -0.552
S 2.02202 -0.51812 -1.16679  0.287
S -2.19021 -0.50568 0.36891  0.154
H 1.24671 0.32363 1.05890  0.298
H 0.20997 -0.93398 0.32147  0.354

No. 12
A cluster of 3 separate species, C2H2NO4S2 in total. Source: OMol25; level of theory: ωB97M-V/def2-TZVPD.

The calculation puts the calculated total energy at -33453.674 eV. The relative energy (zero: lowest compared OMol25 entry of this formula, charge and spin) comes out at 104.62 kcal per mole. Its charge is -1. The highest occupied orbital energy (alpha / beta) comes out at -0.151 / -0.152 Ha. The calculation puts the maximum force at 0.08579 Eh/bohr.

Last column: Mulliken charge in e.
Geometry (Å):
C -1.98034 0.23014 0.73621  0.764
C 1.49752 -0.25929 0.07601  0.189
N 0.50909 -0.47437 -0.65449  0.515
O -1.75531 -0.79029 1.20722  -0.437
O -2.41904 1.29040 0.61482  -0.433
O 0.31712 -1.79143 -1.20064  -0.459
O -0.56897 0.25247 -0.75515  -0.699
S 1.43879 2.35935 0.43980  -0.371
S 2.85326 -0.82521 0.58323  -0.400
H 0.42317 1.79891 0.90700  0.002
H -0.31530 -1.79067 -1.95400  0.331